Entry 1:
3 unconnected molecules or ions with the total composition C2H8BrO2 at a distorted geometry. Source: OMol25; level of theory: ωB97M-V/def2-TZVPD.

Computed properties:
F_max = 1.41 eV/Å
Total charge = -1
Gap between HOMO and LUMO = 7.37 eV
LUMO = 3.45 eV
Energy relative to the best compared isomer or geometry (same formula, charge and spin) = 16.59 kcal per mole

Positions of all 13 atoms, in Å:
Br: -1.04 -2.93 -1.24
C: 2.01 0.81 -2.08
O: 1.55 0.00 -3.16
H: 1.34 0.80 -1.22
H: 2.95 0.37 -1.76
H: 2.12 1.80 -2.52
H: 0.99 -0.72 -2.84
C: -1.51 0.10 2.79
O: -2.49 -0.09 1.82
H: -1.37 -0.89 3.21
H: -0.63 0.53 2.32
H: -1.94 0.76 3.54
H: -1.99 -0.54 1.14

Entry 2:
4 unconnected molecules or ions with the total composition C21H61ClN10O8P4S at a distorted geometry. Source: OMol25; level of theory: ωB97M-V/def2-TZVPD.

Computed properties:
F_max = 5.70 eV/Å
Gap between HOMO and LUMO = 7.95 eV
Structure (SMILES) = NC[C@H]1OS(=O)(=O)O[C@@H]1P(O)Cl.CN(C)P(=O)(N(C)C)N(C)C.CN(C)P(=O)(N(C)C)N(C)C.CN(C)P(=O)(N(C)C)N(C)C
LUMO = 0.19 eV
Energy relative to the best compared isomer or geometry (same formula, charge and spin) = 55.47 kcal per mole

Positions of all 106 atoms, in Å:
N: 3.80 -2.79 7.59
C: 2.87 -3.90 7.79
C: 1.45 -3.43 8.25
O: 1.41 -2.01 8.12
S: 0.31 -1.58 7.05
O: 0.70 -0.60 6.12
O: -0.85 -1.30 7.81
O: 0.25 -2.99 6.31
C: 0.43 -4.04 7.29
P: -1.33 -4.38 7.92
O: -1.14 -5.86 8.61
Cl: -2.29 -4.72 6.14
H: 4.66 -3.18 7.24
H: 3.48 -2.19 6.83
H: 3.30 -4.59 8.52
H: 2.78 -4.47 6.86
H: 1.34 -3.69 9.30
H: 0.74 -4.98 6.83
H: -1.16 -5.69 9.56
C: -1.28 -4.77 1.87
N: -0.07 -3.97 2.02
C: 0.02 -3.44 3.38
P: 1.46 -4.57 1.50
O: 1.62 -5.77 2.40
N: 1.46 -5.38 -0.03
C: 0.28 -5.59 -0.84
C: 2.32 -6.55 -0.09
N: 1.87 -3.03 0.69
C: 3.11 -2.42 1.20
C: 0.90 -2.00 0.40
H: -2.13 -4.22 2.28
H: -1.22 -5.74 2.38
H: -1.52 -4.93 0.83
H: 0.84 -2.72 3.45
H: 0.20 -4.24 4.11
H: -0.89 -2.91 3.65
H: -0.40 -6.34 -0.40
H: 0.57 -5.94 -1.83
H: -0.27 -4.66 -1.00
H: 1.85 -7.45 0.34
H: 3.25 -6.38 0.45
H: 2.59 -6.76 -1.13
H: 2.97 -1.96 2.19
H: 3.47 -1.65 0.52
H: 3.90 -3.17 1.29
H: 0.61 -1.41 1.28
H: 0.00 -2.40 -0.06
H: 1.34 -1.31 -0.33
C: 0.21 3.02 -1.31
N: 1.54 3.43 -0.88
C: 1.54 3.74 0.54
P: 2.92 2.50 -1.31
O: 2.62 1.19 -0.61
N: 2.95 1.92 -2.93
C: 1.90 2.15 -3.90
C: 3.47 0.57 -3.09
N: 3.85 3.94 -1.79
C: 5.10 4.12 -1.05
C: 3.23 5.23 -2.03
H: -0.54 3.72 -0.94
H: -0.07 2.01 -0.96
H: 0.11 3.05 -2.39
H: 2.49 4.20 0.83
H: 1.39 2.85 1.16
H: 0.75 4.47 0.77
H: 0.99 1.58 -3.68
H: 2.24 1.87 -4.90
H: 1.64 3.21 -3.97
H: 2.72 -0.21 -2.88
H: 4.32 0.40 -2.43
H: 3.83 0.43 -4.11
H: 4.93 4.47 -0.02
H: 5.76 4.83 -1.55
H: 5.64 3.16 -0.99
H: 2.96 5.77 -1.11
H: 2.34 5.15 -2.65
H: 3.95 5.85 -2.59
C: -3.00 4.96 -5.70
N: -3.29 3.58 -5.32
C: -2.23 2.70 -5.79
P: -3.74 3.19 -3.70
O: -2.50 3.59 -2.95
N: -4.86 4.27 -2.96
C: -5.40 5.44 -3.60
C: -4.60 4.54 -1.55
N: -5.08 2.14 -4.24
C: -4.96 0.75 -3.77
C: -5.61 2.16 -5.59
H: -2.73 4.99 -6.75
H: -2.19 5.41 -5.11
H: -3.89 5.58 -5.61
H: -2.51 1.65 -5.65
H: -1.28 2.87 -5.26
H: -2.07 2.84 -6.86
H: -4.65 6.24 -3.70
H: -6.23 5.84 -3.00
H: -5.82 5.22 -4.58
H: -3.83 5.31 -1.40
H: -4.27 3.64 -1.03
H: -5.52 4.87 -1.06
H: -4.19 0.19 -4.31
H: -5.92 0.23 -3.87
H: -4.70 0.74 -2.70
H: -4.97 1.65 -6.32
H: -5.78 3.18 -5.94
H: -6.58 1.66 -5.57